Density functional theory data (ωB97M-V/def2-TZVPD) for C4H12NO3 as an isolated structure in a non-equilibrium geometry.

Geometry as XYZ:
```
20
Properties=species:S:1:pos:R:3:mulliken_charge:R:1
O -0.191 -1.523 -1.092 -0.54
C 0.674 -0.921 -0.250 -1.29
C 0.428 0.581 0.111 0.66
C -0.705 0.769 1.102 -0.32
C -1.729 -0.143 1.166 -0.47
O 1.582 -0.408 1.933 -0.58
N 0.445 1.409 -0.955 -0.20
H 0.647 -1.492 0.683 0.69
H 1.432 0.714 0.703 0.27
H -0.824 1.598 1.808 0.39
H -0.638 -0.269 1.839 0.31
H -2.551 -0.065 1.896 0.36
H -1.937 -0.688 0.215 0.30
H 2.154 -0.612 2.727 0.22
H -0.008 2.315 -0.834 0.29
H 0.319 0.991 -1.992 0.36
H 1.726 -1.007 -0.569 0.45
H -0.175 -0.959 -1.961 0.58
H -0.568 -0.134 -3.693 0.26
O -0.082 -0.154 -2.837 -0.75
```

**Net charge**: +1
**E**: -439.43623 Ha
**HOMO-LUMO gap**: 5.4 eV
**Energy relative to the best compared isomer or geometry (same formula, charge and spin)**: 1150.79 kJ/mol
**HOMO energy**: -13.826 eV

Density functional theory data (ωB97M-V/def2-TZVPD) for a 2-piece molecular cluster, C4H12NO3 overall in a non-equilibrium geometry.

Geometry as XYZ:
```
20
Properties=species:S:1:pos:R:3:mulliken_charge:R:1
C 0.941 -1.009 -1.057 -0.64
O 2.049 -0.237 -1.437 -0.55
C -0.176 -0.037 -0.809 0.06
C -1.424 -0.836 -0.348 -0.89
C -2.746 -0.231 -0.469 -0.21
O -2.842 0.748 -1.140 -0.45
N 0.457 0.859 0.339 -0.36
H 1.212 -1.649 -0.198 0.33
H 0.612 -1.593 -1.955 0.41
H 1.917 0.276 -2.260 0.34
H -0.422 0.780 -1.597 0.48
H -1.278 -1.160 0.691 0.49
H -1.541 -1.911 -0.853 0.34
H -3.546 -0.447 0.116 0.53
H -0.309 1.223 0.859 0.34
H 1.135 0.585 1.102 0.44
H 0.881 1.604 -0.156 0.39
H 1.896 0.324 3.435 0.31
H 1.787 1.799 2.816 0.34
O 1.397 0.912 2.922 -0.69
```

**Net charge**: +1
**E**: -439.78119 Ha
**HOMO-LUMO gap**: 10.5 eV
**Energy relative to the best compared isomer or geometry (same formula, charge and spin)**: 245.10 kJ/mol
**HOMO energy**: -13.798 eV

Density functional theory data (ωB97M-V/def2-TZVPD) for one molecule with the formula C4H12NOPS in a non-equilibrium geometry.

Geometry as XYZ:
```
20
Properties=species:S:1:pos:R:3:mulliken_charge:R:1
C -1.076 -0.023 2.105 -1.09
C -0.883 0.844 -2.695 -0.71
C 2.189 -2.100 -0.213 -0.65
C 0.016 0.565 1.293 -0.28
N 0.214 0.673 -1.669 -0.27
O 1.735 -0.724 -0.117 -0.47
P 0.146 -0.334 -0.358 0.41
S -1.441 -2.376 -0.573 -0.37
H -2.099 0.280 1.967 0.28
H -0.952 -1.098 1.845 0.28
H -0.941 0.072 3.125 0.36
H -1.741 0.242 -2.356 0.26
H -1.165 1.877 -2.637 0.32
H -0.646 0.642 -3.815 0.25
H 2.282 -2.707 0.599 0.30
H 3.151 -1.975 -0.597 0.25
H 1.473 -2.576 -0.969 0.30
H 0.936 0.363 1.830 0.27
H -0.035 1.598 0.889 0.32
H 1.051 0.995 -1.943 0.24
```

**Net charge**: 0
**E**: -1029.05715 Ha
**HOMO-LUMO gap**: 7.8 eV
**Energy relative to the best compared isomer or geometry (same formula, charge and spin)**: 281.45 kJ/mol
**HOMO energy**: -7.992 eV

Density functional theory data (ωB97M-V/def2-TZVPD) for a 2-piece molecular cluster, C4H12NOS overall.

Geometry as XYZ:
```
19
Properties=species:S:1:pos:R:3:mulliken_charge:R:1
O -0.411 3.321 1.778 -0.44
C -0.611 2.303 2.366 0.14
C -0.641 0.980 1.626 -0.51
N -0.281 1.233 0.206 -0.11
H -0.798 2.232 3.444 0.37
H -0.007 0.187 2.019 0.32
H -1.662 0.593 1.693 0.35
H -1.045 1.147 -0.466 0.38
H 0.060 2.202 0.124 0.42
H 0.495 0.592 -0.130 -0.07
C -0.161 -2.264 -0.816 -0.95
C 0.666 -1.587 -1.910 -0.38
S 2.045 -0.619 -1.146 -0.28
H -0.820 -1.576 -0.278 0.20
H 0.523 -2.691 -0.081 0.32
H -0.821 -3.039 -1.196 0.33
H 1.102 -2.327 -2.571 0.38
H 0.072 -0.863 -2.464 0.31
H 2.292 0.177 -2.198 0.21
```

**Net charge**: +1
**E**: -687.52374 Ha
**HOMO-LUMO gap**: 10.1 eV
**Energy relative to the best compared isomer or geometry (same formula, charge and spin)**: 57.19 kJ/mol
**HOMO energy**: -13.517 eV

Density functional theory data (ωB97M-V/def2-TZVPD) for a 2-piece molecular cluster, C4H12NOS overall in a non-equilibrium geometry.

Geometry as XYZ:
```
19
Properties=species:S:1:pos:R:3:mulliken_charge:R:1
O -0.316 2.676 0.277 -0.42
C -1.326 2.200 0.699 0.20
C -2.047 1.003 0.079 -0.55
N -1.165 0.555 -1.034 -0.14
H -1.888 2.656 1.538 0.37
H -2.145 0.244 0.854 0.25
H -3.058 1.229 -0.276 0.37
H -1.659 0.200 -1.849 0.33
H -0.624 1.390 -1.326 0.46
H -0.353 -0.068 -0.734 -0.09
C -0.053 -2.176 1.059 -0.94
C 1.400 -1.915 0.698 -0.30
S 1.658 -0.905 -0.838 -0.25
H -0.687 -2.467 0.209 0.33
H -0.510 -1.325 1.556 0.15
H -0.017 -3.044 1.732 0.37
H 1.912 -1.402 1.513 0.33
H 1.899 -2.872 0.526 0.33
H 1.913 0.281 -0.278 0.21
```

**Net charge**: +1
**E**: -687.51824 Ha
**HOMO-LUMO gap**: 10.0 eV
**Energy relative to the best compared isomer or geometry (same formula, charge and spin)**: 71.63 kJ/mol
**HOMO energy**: -13.471 eV

Density functional theory data (ωB97M-V/def2-TZVPD) for a 2-piece molecular cluster, C4H12NOS2 overall in a non-equilibrium geometry.

Geometry as XYZ:
```
20
Properties=species:S:1:pos:R:3:mulliken_charge:R:1
C -1.025 -1.906 1.097 -1.36
C 0.348 2.578 0.304 -1.27
C -1.173 -0.894 -0.020 -0.22
C -0.124 1.309 -0.290 0.90
N -0.702 0.402 0.440 0.00
O 0.060 1.041 -1.550 -0.41
S -2.957 -0.712 -0.491 -0.13
S 3.032 -1.315 -0.499 -0.34
H 0.018 -1.989 1.397 0.33
H -1.358 -2.881 0.755 0.38
H -1.635 -1.623 1.953 0.44
H -0.078 2.752 1.288 0.35
H 0.111 3.425 -0.339 0.41
H 1.435 2.538 0.409 0.35
H -0.609 -1.177 -0.908 0.41
H 4.095 -1.275 0.294 0.17
H -0.910 0.606 1.414 0.29
H 0.567 1.714 -2.034 0.38
H -2.754 -0.563 -1.799 0.16
H 3.658 -2.029 -1.422 0.16
```

**Net charge**: +1
**E**: -1085.73925 Ha
**HOMO-LUMO gap**: 9.4 eV
**Energy relative to the best compared isomer or geometry (same formula, charge and spin)**: 0.00 kJ/mol
**HOMO energy**: -12.931 eV

Density functional theory data (ωB97M-V/def2-TZVPD) for an isolated ion of composition C4H12NOS2 and charge +1 in a non-equilibrium geometry.

Geometry as XYZ:
```
20
Properties=species:S:1:pos:R:3:mulliken_charge:R:1
N 1.489 -0.473 -1.925 -0.25
C 0.873 0.721 -1.206 -0.24
C 0.576 1.831 -2.246 -0.44
O 0.868 1.270 -3.525 -0.57
C -0.313 0.258 -0.338 -0.85
S 0.397 -0.473 1.174 -0.06
S -1.142 -1.378 2.074 -0.05
C -2.044 -0.129 3.040 -0.75
H 0.928 -1.319 -1.855 0.33
H 2.444 -0.623 -1.604 0.38
H 1.586 -0.255 -2.923 0.30
H 1.637 0.956 -0.463 0.39
H -0.479 2.085 -2.192 0.43
H 1.288 2.639 -2.089 0.28
H 0.409 1.741 -4.228 0.33
H -0.890 -0.492 -0.883 0.46
H -0.900 1.160 -0.168 0.40
H -3.064 -0.429 2.875 0.29
H -1.967 0.896 2.699 0.28
H -1.791 -0.274 4.045 0.32
```

**Net charge**: +1
**E**: -1085.71721 Ha
**HOMO-LUMO gap**: 9.0 eV
**Energy relative to the best compared isomer or geometry (same formula, charge and spin)**: 57.87 kJ/mol
**HOMO energy**: -12.248 eV

Density functional theory data (ωB97M-V/def2-TZVPD) for one molecule with the formula C4H12NP in a non-equilibrium geometry.

Geometry as XYZ:
```
18
Properties=species:S:1:pos:R:3:mulliken_charge:R:1
C -1.950 0.948 -1.111 -1.25
C -1.481 -0.232 1.017 -1.48
C 3.019 0.041 0.035 -0.87
C -1.066 -0.103 -0.438 0.62
N 0.358 0.317 -0.460 -0.56
P 1.354 -0.653 0.365 0.18
H -1.817 2.023 -0.611 0.25
H -1.766 1.059 -2.232 0.29
H -3.160 0.923 -1.064 0.29
H -2.578 -0.399 0.896 0.39
H -1.164 0.579 1.554 0.44
H -1.092 -1.218 1.352 0.37
H 3.843 -0.336 0.671 0.35
H 2.919 1.125 0.022 0.30
H 3.150 -0.313 -0.956 0.31
H -1.116 -1.066 -1.038 0.22
H 1.491 -2.061 0.208 0.07
H 1.056 -0.635 1.790 0.06
```

**Net charge**: 0
**E**: -555.62331 Ha
**HOMO-LUMO gap**: 9.1 eV
**Energy relative to the best compared isomer or geometry (same formula, charge and spin)**: 244.32 kJ/mol
**HOMO energy**: -8.103 eV

Density functional theory data (ωB97M-V/def2-TZVPD) for a 2-piece molecular cluster, C4H12NP overall in a non-equilibrium geometry.

Geometry as XYZ:
```
18
Properties=species:S:1:pos:R:3:mulliken_charge:R:1
C -0.392 -1.856 0.037 -1.55
C -1.374 -0.082 -1.437 -1.43
C 1.158 0.111 -0.668 -1.65
C -0.377 -0.323 -0.337 1.73
N -0.666 0.543 0.734 -0.67
P 1.127 2.230 2.730 0.00
H -0.804 -2.480 -0.621 0.41
H 0.675 -2.112 0.212 0.37
H -0.829 -2.000 0.995 0.36
H -1.573 1.066 -1.619 0.31
H -2.242 -0.625 -1.025 0.40
H -1.006 -0.418 -2.431 0.29
H 1.204 1.157 -0.274 0.37
H 1.859 -0.262 0.049 0.42
H 1.472 -0.303 -1.596 0.39
H -1.184 0.224 1.593 0.24
H 1.902 1.706 1.654 -0.02
H 1.048 3.422 2.002 0.04
```

**Net charge**: 0
**E**: -555.52403 Ha
**HOMO-LUMO gap (alpha / beta)**: 8.8 / 8.0 eV
**Energy relative to the best compared isomer or geometry (same formula, charge and spin)**: 504.96 kJ/mol
**HOMO energy (alpha / beta)**: -9.661 / -8.358 eV

Density functional theory data (ωB97M-V/def2-TZVPD) for one molecule with the formula C4H12NP in a non-equilibrium geometry.

Geometry as XYZ:
```
18
Properties=species:S:1:pos:R:3:mulliken_charge:R:1
C 0.298 -0.858 1.394 -1.69
C 1.664 0.393 -0.264 -1.47
C -0.581 1.213 0.468 -2.06
C 0.312 -0.030 0.211 1.62
N -0.208 -0.781 -0.891 -0.45
P -1.973 -0.757 -1.385 -0.13
H -0.682 -0.949 1.773 0.40
H 0.549 -1.791 0.976 0.50
H 0.914 -0.507 2.268 0.32
H 1.540 1.047 -1.173 0.32
H 2.208 -0.586 -0.224 0.34
H 2.025 1.084 0.429 0.39
H -0.465 1.845 -0.418 0.45
H -1.611 0.939 0.453 0.50
H -0.314 1.732 1.292 0.50
H 0.000 -1.698 -0.510 0.35
H -2.099 0.603 -1.599 0.05
H -1.580 -0.898 -2.802 0.07
```

**Net charge**: 0
**E**: -555.63171 Ha
**HOMO-LUMO gap**: 9.3 eV
**Energy relative to the best compared isomer or geometry (same formula, charge and spin)**: 222.25 kJ/mol
**HOMO energy**: -8.341 eV